Density functional theory data (wB97M-V/def2-TZVPD) for C24H23GdNO5P as an isolated structure in a non-equilibrium geometry.

Geometry as ORCA input:
```
! wB97M-V def2-TZVPD RIJCOSX def2/J DEFGRID3
* xyz 0 8
Gd -1.59106 -0.33447 0.11623
O -0.42668 -2.88343 0.03582
C -0.59142 -3.59959 1.24685
C -2.05739 -3.92399 1.59497
N -3.03886 -2.86985 1.49264
C -3.38753 -1.99710 2.66035
C -2.64943 -0.65673 2.33801
O -1.38618 -0.67691 2.35191
O -3.29895 0.17532 1.66398
C -4.04025 -2.95879 0.42832
C -3.28431 -2.68265 -0.89407
O -2.80156 -3.62130 -1.52769
O -3.06774 -1.41162 -1.17124
H -0.89826 -3.32913 -0.69887
H -0.10959 -2.98958 2.00080
H -0.06772 -4.53217 1.18382
H -1.98418 -4.36488 2.60786
H -2.37539 -4.73380 0.89056
H -3.08686 -2.43846 3.60116
H -4.48231 -1.85640 2.70507
H -4.79749 -2.18758 0.56800
H -4.49267 -3.95446 0.37535
C 1.87101 0.12745 3.18780
C 2.12801 -0.89528 2.28687
C 1.89715 -0.71683 0.92046
C 1.46690 0.52969 0.41345
C 1.19543 1.55192 1.33915
C 1.38980 1.35476 2.69848
P 1.10330 0.68377 -1.38307
C 2.67622 1.28019 -2.10860
C 3.71810 1.78013 -1.37560
C 4.94454 2.07219 -1.98447
C 5.06145 1.94278 -3.37049
C 3.99781 1.47943 -4.15678
C 2.81090 1.13645 -3.50783
C -0.01980 2.13586 -1.34904
C 0.32587 3.41261 -1.69302
C -0.60304 4.46807 -1.63489
C -1.88950 4.16834 -1.21182
C -2.24987 2.86366 -0.89814
C -1.32476 1.84532 -0.92804
H 2.00457 -0.01304 4.27209
H 2.57620 -1.80297 2.68033
H 2.12270 -1.51271 0.24797
H 0.85119 2.50729 1.01798
H 1.19736 2.12393 3.43555
H 3.60317 1.94998 -0.31325
H 5.76381 2.41931 -1.32924
H 6.02010 2.16692 -3.83638
H 4.07283 1.41937 -5.23626
H 2.00946 0.66256 -4.06985
H 1.36755 3.60820 -1.94143
H -0.29851 5.45898 -1.89772
H -2.64464 4.95049 -1.22405
H -3.22949 2.66873 -0.62002
*
```

Calculated values
- Lowest unoccupied orbital energy (spin up / spin down): 0.3957 / -0.9247 eV
- HOMO-LUMO gap (spin up / spin down): 8.93 / 7.59 eV

---

Density functional theory data (wB97M-V/def2-TZVPD) for C24H23N5O2RuTe as an isolated structure.

Geometry as ORCA input:
```
! wB97M-V def2-TZVPD RIJCOSX def2/J DEFGRID3
* xyz 2 1
Ru 0.57649 -1.03093 -0.68744
N 1.64461 -2.91814 -1.36979
C 2.80352 -2.10402 -1.65683
C 4.10230 -2.53131 -1.80087
C 5.05825 -1.55529 -2.06459
C 4.68015 -0.22309 -2.15804
C 3.35547 0.11352 -1.94271
N 2.43373 -0.82072 -1.69306
H 1.87257 -3.77695 -0.87800
H 1.17740 -3.18611 -2.23625
H 4.36238 -3.57805 -1.72653
H 6.09217 -1.83939 -2.20488
H 5.40401 0.54816 -2.37563
H 3.01192 1.14008 -1.97853
Te 1.69284 -0.51777 1.49725
C 0.32654 -0.64967 3.07150
C 0.01698 0.46879 3.83532
C -0.81411 0.30150 4.93528
C -1.30484 -0.95555 5.26190
C -0.97702 -2.06220 4.49116
C -0.15674 -1.91584 3.38103
H 0.41308 1.44698 3.60054
H -1.06937 1.15835 5.54393
H -1.94210 -1.07437 6.12765
H -1.36087 -3.03967 4.74858
H 0.08755 -2.78269 2.77815
O -0.43414 0.82749 -2.74646
C -0.17276 1.52863 -1.80870
N 0.21321 0.92528 -0.57262
C 0.73221 1.83346 0.19779
O 1.37919 1.52514 1.27193
C 0.53564 3.18615 -0.35544
C 0.83602 4.43484 0.13511
C 0.51581 5.52532 -0.68036
C -0.06494 5.34689 -1.92865
C -0.34826 4.07010 -2.42706
C -0.04483 3.00132 -1.61937
H 1.29831 4.57525 1.10209
H 0.72839 6.52610 -0.33185
H -0.30052 6.21368 -2.53027
H -0.78515 3.93242 -3.40653
C -4.70243 0.17427 0.28804
C -3.58762 -0.70592 -0.15698
C -3.57491 -1.86260 -0.91009
C -2.23513 -2.25009 -1.00659
N -1.45828 -1.37882 -0.35235
N -2.30383 -0.44414 0.14516
C -1.68376 -3.44231 -1.71240
H -5.57169 -0.42574 0.54845
H -4.99261 0.85518 -0.51250
H -4.42196 0.76630 1.15806
H -4.42571 -2.36978 -1.32906
H -1.94946 0.28462 0.74174
H -2.49010 -4.12667 -1.96604
H -0.97490 -3.98037 -1.08136
H -1.20269 -3.16164 -2.65282
*
```

Calculated values
- Lowest unoccupied orbital energy: -6.8878 eV
- HOMO-LUMO gap: 7.20 eV
- ΔE to the lowest compared entry with this formula, charge and spin: 5.1 kJ/mol

---

Density functional theory data (wB97M-V/def2-TZVPD) for C24H24AsN7O4OsS as an isolated structure.

Geometry as ORCA input:
```
! wB97M-V def2-TZVPD RIJCOSX def2/J DEFGRID3
* xyz 2 5
Os 0.20798 -0.87792 -0.26279
O 1.49327 1.04828 -1.37920
S 0.57205 2.02676 -0.80654
O -0.35247 2.70723 -1.65416
N -0.23404 1.01940 0.24093
C -1.40452 1.35516 0.94096
C -1.90194 2.61574 1.15502
C -3.08311 2.78873 1.90745
C -3.75044 1.72395 2.44371
C -3.26062 0.41093 2.23907
C -3.87322 -0.75457 2.74823
C -3.32471 -1.98540 2.49825
C -2.16071 -2.06758 1.72451
N -1.57090 -0.99477 1.22982
C -2.09255 0.23895 1.47882
C 1.47641 3.17739 0.13826
C 2.60197 2.74110 0.83385
C 3.32361 3.66222 1.57073
C 2.92490 4.99562 1.59792
C 1.81272 5.41849 0.88360
C 1.07544 4.50754 0.14273
H -1.40723 3.48456 0.74474
H -3.45825 3.79174 2.05678
H -4.65339 1.86929 3.02181
H -4.77730 -0.66559 3.33791
H -3.77155 -2.89107 2.88196
H -1.69529 -3.02246 1.50981
H 2.92595 1.71037 0.76186
H 4.21116 3.35165 2.10498
H 3.49933 5.71338 2.16806
H 1.52486 6.46063 0.89188
H 0.22157 4.82359 -0.44166
C -1.76574 -2.42007 -4.07776
As -0.63457 -0.98455 -3.54935
C -1.13617 0.66127 -4.35686
C 1.20511 -1.38211 -3.83361
O -0.88392 -0.70603 -1.85664
H -1.93928 -2.34393 -5.15095
H -2.71077 -2.32868 -3.54580
H -1.27883 -3.36527 -3.84549
H -0.90262 0.62825 -5.42039
H -0.58264 1.46066 -3.86669
H -2.20504 0.80990 -4.21591
H 1.39015 -1.42762 -4.90710
H 1.42722 -2.35084 -3.38951
H 1.80073 -0.58749 -3.38886
N 1.60913 -0.28766 2.36417
C 2.64663 -0.58685 3.14917
C 3.37446 -1.58185 2.52107
C 2.69353 -1.84014 1.34200
N 1.61285 -1.04888 1.24830
H 0.89089 0.40759 2.49726
H 2.79664 -0.08200 4.08958
H 4.27257 -2.05439 2.87716
H 2.91647 -2.54547 0.56021
O 0.47665 -2.75273 -0.78094
N 0.63622 -3.71107 0.16635
C 0.64148 -4.88417 -0.35804
C 0.48192 -5.05696 -1.78201
N 0.36408 -5.09019 -2.92283
C 0.79176 -6.01486 0.51305
N 0.91210 -6.91720 1.21113
*
```

Calculated values
- Lowest unoccupied orbital energy (spin up / spin down): -5.8471 / -8.0501 eV
- HOMO-LUMO gap (spin up / spin down): 8.23 / 6.15 eV
- ΔE to the lowest compared entry with this formula, charge and spin: 1.9 kJ/mol

---

Density functional theory data (wB97M-V/def2-TZVPD) for C24H24BiI2N3O3S as an isolated structure.

Geometry as ORCA input:
```
! wB97M-V def2-TZVPD RIJCOSX def2/J DEFGRID3
* xyz 2 1
Bi -0.88830 -0.35401 -2.13149
O -2.41021 -2.87575 -3.26018
C -2.76240 -2.74988 -2.11271
N -2.13755 -1.84579 -1.23005
C -2.75391 -1.90603 0.04796
O -2.40310 -1.28353 1.01197
C -3.87203 -2.87343 -0.07805
C -4.84730 -3.21800 0.83342
C -5.82181 -4.12081 0.41723
C -5.79968 -4.66506 -0.86253
C -4.81410 -4.31096 -1.77910
C -3.86148 -3.40026 -1.36956
H -4.85757 -2.79447 1.82854
H -6.61549 -4.39915 1.09719
H -6.56774 -5.36730 -1.15655
H -4.79772 -4.72176 -2.77965
I 0.18932 -2.55936 -5.32174
I -1.21662 -4.39093 -6.63573
C 4.11765 -0.62241 -3.38058
C 2.74071 -0.97775 -2.76558
N 1.93332 0.23701 -2.61447
C 2.58139 1.15057 -1.67271
C 3.99646 1.52262 -2.19135
N 4.17658 0.86738 -3.52666
C 3.12371 1.35108 -4.47371
C 1.75472 0.89015 -3.91633
H 4.24939 -1.07195 -4.36325
H 4.94157 -0.93422 -2.74207
H 2.86341 -1.43606 -1.78535
H 2.21010 -1.68232 -3.40687
H 2.64150 0.66636 -0.69981
H 1.96267 2.03936 -1.55888
H 4.78217 1.16819 -1.52691
H 4.11274 2.59743 -2.31561
H 5.09108 1.12170 -3.90087
H 3.31768 0.93478 -5.46033
H 3.19593 2.43525 -4.53255
H 1.28524 0.18054 -4.59979
H 1.09075 1.74675 -3.79495
C -0.78789 3.55458 8.44366
C -0.22234 2.67844 7.38171
O -0.16273 1.49081 7.35917
S 0.47648 3.71430 6.00542
C 0.45057 2.75318 4.54516
C 1.03781 3.35950 3.42069
C 0.95592 2.77255 2.18475
C 0.26083 1.55948 2.03245
C -0.25474 0.91189 3.17448
C -0.15846 1.49673 4.41476
C -0.02152 1.00488 0.77922
C -0.31810 0.51453 -0.30520
H -1.04270 2.95509 9.31486
H -1.68864 4.04117 8.06642
H -0.08292 4.33988 8.71814
H 1.53813 4.31225 3.53637
H 1.40144 3.24453 1.31924
H -0.75371 -0.03613 3.04673
H -0.55851 0.98437 5.27163
*
```

Calculated values
- Lowest unoccupied orbital energy: -7.8501 eV
- HOMO-LUMO gap: 4.76 eV
- ΔE to the lowest compared entry with this formula, charge and spin: 81.8 kJ/mol

---

| no. | DFT total energy (Ha) |
| --- | --- |
| 1 | -2466.3744 |
| 2 | -1715.0545 |
| 3 | -4337.1939 |
| 4 | -2526.5248 |